(1)
Below is a 3-piece molecular cluster, C3H9S overall at a distorted geometry, with properties calculated with the ωB97M-V functional and the def2-TZVPD basis.

Output
- Energy relative to the best compared isomer or geometry (same formula, charge and spin): 63.62 kcal per mole
- Spin multiplicity: 1
- Charge: -1
- LUMO energy: 3.39 eV
- Gap between HOMO and LUMO: 5.812 eV

Each line ends with the natural charge from an NBO analysis.
CARTESIAN COORDINATES (ANGSTROEM)
1 C 1.899703 -2.105116 -1.089008  -0.61
2 C 1.011041 -2.054114 0.136652  -0.62
3 H 2.148548 -1.116684 -1.493223  0.21
4 H 1.589288 -2.747708 -1.915358  0.20
5 H 2.885316 -2.493898 -0.794352  0.19
6 H 1.066320 -1.077151 0.624903  0.22
7 H -0.056901 -2.181699 -0.066396  0.22
8 H 1.219613 -2.762706 0.944698  0.19
9 C -2.152533 3.576960 1.083717  -0.71
10 S -3.245457 2.239098 -0.723617  -0.88
11 H -1.310965 3.333559 0.449045  0.21
12 H -2.503528 4.589228 1.124313  0.17
13 H -2.550447 2.800232 1.718624  0.21

Force components x, y, z for each atom (eV/Å):
C 1.3686 -0.2113 0.0472
C -1.0235 0.4535 0.6256
H -0.5058 -0.1098 0.0223
H -0.3702 0.0878 0.1900
H -0.0988 -0.0310 -0.0398
H 0.1064 0.0037 -0.1436
H 0.1511 0.0416 -0.2869
H 0.3619 -0.2243 -0.4168
C -1.2753 -2.2743 -2.7542
S 0.8111 1.5432 1.6714
H 0.3840 0.2366 0.6191
H -0.2483 0.1681 -0.0003
H 0.3389 0.3161 0.4658

(2)
Below is a 2-piece molecular cluster, C3H9S overall at a distorted geometry, with properties calculated with the ωB97M-V functional and the def2-TZVPD basis.

Output
- Energy relative to the best compared isomer or geometry (same formula, charge and spin): 19.22 kcal per mole
- Spin multiplicity: 1
- Charge: -1
- LUMO energy: 3.90 eV
- Gap between HOMO and LUMO: 6.394 eV

Each line ends with the natural charge from an NBO analysis.
CARTESIAN COORDINATES (ANGSTROEM)
1 S -2.543501 1.792466 -1.815202  -1.06
2 H -2.236103 0.535218 -2.205776  0.08
3 C 0.384516 0.150848 -0.886318  -0.67
4 C 0.959640 0.166624 0.516731  -0.38
5 C 0.148415 -0.915636 1.408943  -0.61
6 H 0.683100 0.934359 -1.594071  0.23
7 H 0.253914 -0.863695 -1.287517  0.19
8 H -0.595227 0.512554 -0.751004  0.27
9 H 2.083171 -0.131549 0.673458  0.15
10 H 1.020575 1.105275 1.113443  0.20
11 H 0.091418 -1.813105 0.849657  0.19
12 H -0.817002 -0.439186 1.502945  0.21
13 H 0.567080 -1.034167 2.474707  0.18

Force components x, y, z for each atom (eV/Å):
S -0.1273 -0.1013 -0.1051
H -0.1069 0.2121 0.0156
C 0.2610 0.5784 0.5079
C 2.5000 -1.9543 2.4921
C 1.3618 2.8367 0.7966
H 0.7872 -0.6272 0.0190
H 0.5799 0.3367 -0.1264
H -1.6754 0.2162 0.1709
H -1.5847 0.1380 -1.0157
H -0.8707 -0.1336 -0.9562
H -0.1074 -1.0737 -0.1906
H -0.6101 -0.3898 0.1053
H -0.4075 -0.0384 -1.7134

(3)
Below is C3H9S2 as an isolated structure at a distorted geometry, with properties calculated with the ωB97M-V functional and the def2-TZVPD basis.

Output
- Energy relative to the best compared isomer or geometry (same formula, charge and spin): 12.43 kcal per mole
- Spin multiplicity: 1
- Charge: -1
- LUMO energy: 3.76 eV
- Gap between HOMO and LUMO: 6.711 eV

Each line ends with the natural charge from an NBO analysis.
CARTESIAN COORDINATES (ANGSTROEM)
1 C -0.338379 -2.161995 -0.192117  -0.60
2 C 0.137926 -0.948176 -0.972375  -0.42
3 C -0.054777 0.364758 -0.188838  -0.53
4 S 0.876636 1.731187 -0.904837  -0.51
5 H -0.227534 -3.108980 -0.732573  0.19
6 H -1.445387 -2.080761 0.060093  0.19
7 H 0.158929 -2.261269 0.793820  0.20
8 H 1.275134 -0.961628 -1.120855  0.20
9 H -0.321901 -0.960468 -1.946312  0.19
10 H 0.296016 0.337135 0.863972  0.20
11 H -1.158839 0.638087 -0.182684  0.18
12 H 0.591190 2.487660 0.658819  0.16
13 S 0.379306 2.856052 2.034309  -0.56
14 H -0.168319 4.068400 1.829577  0.11

Force components x, y, z for each atom (eV/Å):
C -1.2185 -0.2946 0.9247
C 2.1173 0.1856 1.3014
C -1.3501 0.3392 -0.3330
S 0.1877 0.1436 -0.9826
H 0.1297 0.1113 0.0033
H 1.1310 0.0215 -0.3676
H -0.0571 0.0769 -0.5413
H -1.4553 -0.4301 -0.0515
H -0.1912 0.4561 -0.4024
H -0.4108 -0.7121 -0.4848
H 1.1092 -0.3720 0.2024
H 0.1941 0.1675 -0.7300
S -0.2732 0.5125 1.6241
H 0.0872 -0.2055 -0.1624

(4)
Below is a 2-piece molecular cluster, C3H9S2 overall at a distorted geometry, with properties calculated with the ωB97M-V functional and the def2-TZVPD basis.

Output
- Energy relative to the best compared isomer or geometry (same formula, charge and spin): 40.29 kcal per mole
- Spin multiplicity: 1
- Charge: -1
- LUMO energy: 3.52 eV
- Gap between HOMO and LUMO: 5.908 eV

Each line ends with the natural charge from an NBO analysis.
CARTESIAN COORDINATES (ANGSTROEM)
1 C 1.704300 2.412028 -0.640221  -0.77
2 S 1.195972 1.847590 1.100698  -0.14
3 H 2.136845 1.343327 -1.013553  0.24
4 H 0.753730 2.655969 -1.261382  0.23
5 H 2.696480 2.988810 -0.645213  0.21
6 C -2.668031 -1.523039 -1.012275  -0.61
7 C -1.660746 -1.732074 0.080653  -0.53
8 S 0.138722 -1.491208 -0.207246  -0.73
9 H -2.476574 -2.000515 -2.040509  0.19
10 H -2.825040 -0.398749 -1.263396  0.18
11 H -3.681057 -1.927643 -0.732956  0.17
12 H -1.971730 -1.141960 0.988592  0.17
13 H -1.702300 -2.745854 0.376502  0.18
14 H 1.461418 0.583011 0.727736  0.19

Force components x, y, z for each atom (eV/Å):
C 1.0709 -3.1481 -0.4706
S 0.6795 0.7492 -1.1530
H -1.4185 2.5539 0.2805
H 2.1892 0.0995 0.9916
H -2.1389 0.0723 -0.0766
C -1.4061 1.3230 -2.2811
C 0.6182 0.8439 0.9736
S -0.1370 0.1835 -0.4772
H 0.3245 0.4682 1.5784
H 0.3058 -1.6876 0.4780
H 0.7258 0.4005 0.0417
H 0.1446 -0.3468 -0.8347
H -0.3534 -1.2492 0.4339
H -0.6046 -0.2624 0.5154

(5)
Below is a 2-piece molecular cluster, C3H9S2 overall at a distorted geometry, with properties calculated with the ωB97M-V functional and the def2-TZVPD basis.

Output
- Energy relative to the best compared isomer or geometry (same formula, charge and spin): 45.60 kcal per mole
- Spin multiplicity: 1
- Charge: -1
- LUMO energy: 3.36 eV
- Gap between HOMO and LUMO: 5.759 eV

Each line ends with the natural charge from an NBO analysis.
CARTESIAN COORDINATES (ANGSTROEM)
1 C -1.536252 -0.685293 -1.526686  -0.75
2 S -1.337600 -1.990182 -0.216156  -0.70
3 H -1.466844 0.436584 -1.165165  0.16
4 H -0.600890 -0.446279 -2.023007  0.15
5 H -2.288064 -0.757179 -2.407836  0.17
6 C 1.391331 -0.200853 1.077449  -0.81
7 S 1.002902 1.477099 1.017412  0.17
8 C 0.721823 1.781689 -0.730714  -0.78
9 H 2.004885 -0.398548 2.017118  0.21
10 H 1.859712 -0.503909 0.102432  0.22
11 H 0.450668 -0.729186 1.106867  0.28
12 H 1.687846 1.914211 -1.355875  0.20
13 H 0.350495 0.848820 -1.145660  0.24
14 H -0.104060 2.471550 -0.869272  0.23

Force components x, y, z for each atom (eV/Å):
C 0.3088 2.2818 -0.3192
S -0.5514 0.6777 -0.9637
H -1.7824 -1.8438 0.1916
H 0.7201 -1.3279 -0.8655
H 0.7931 -0.1285 1.7656
C 0.9264 -1.7714 -0.0729
S -0.0630 2.8517 0.3604
C 1.3778 -1.3329 -1.1222
H -0.5429 0.1237 -1.4470
H 0.1042 0.0349 1.1975
H -0.1521 -0.6728 0.1093
H -1.4854 0.6264 1.1306
H -0.1036 -0.0365 0.1433
H 0.4503 0.5175 -0.1077

(6)
Below is a 2-piece molecular cluster, C3H9S2 overall, with properties calculated with the ωB97M-V functional and the def2-TZVPD basis.

Output
- Energy relative to the best compared isomer or geometry (same formula, charge and spin): 3.23 kcal per mole
- Spin multiplicity: 2
- LUMO energy (spin up / spin down): 0.90 / -1.89 eV
- Gap between HOMO and LUMO (spin up / spin down): 9.316 / 6.517 eV

Each line ends with the natural charge from an NBO analysis.
CARTESIAN COORDINATES (ANGSTROEM)
1 C 0.046288 0.245478 -0.955450  -0.75
2 S -1.602074 -0.433923 -1.248355  0.18
3 C -2.501309 1.103741 -1.513300  -0.74
4 H -0.030763 1.119656 -0.313095  0.21
5 H 0.536435 0.463073 -1.901340  0.21
6 H 0.626921 -0.501365 -0.420302  0.23
7 H -3.561800 0.868756 -1.551555  0.23
8 H -2.335349 1.801040 -0.689829  0.21
9 H -2.204954 1.576192 -2.447050  0.21
10 C 2.290414 -1.169182 2.260837  -0.81
11 S 1.045778 -2.121881 1.401048  0.12
12 H 3.011783 -1.852282 2.713542  0.25
13 H 2.833780 -0.501413 1.591392  0.22
14 H 1.844848 -0.597889 3.073456  0.22

Force components x, y, z for each atom (eV/Å):
C -0.2006 -0.1211 -0.0778
S -0.0098 -0.0427 0.2083
C 0.0750 0.1020 0.0216
H 0.0523 0.1558 -0.1016
H 0.0890 0.2293 0.0638
H 0.0221 -0.0996 -0.1311
H -0.0351 -0.0478 -0.0510
H 0.0046 -0.0817 -0.0087
H -0.0217 0.0409 -0.0607
C -0.0803 0.2813 0.1002
S 0.1270 -0.2013 0.1480
H -0.0065 -0.1445 -0.0889
H -0.0161 -0.0923 -0.0220
H 0.0003 0.0217 -0.0001

(7)
Below is C3HAgO2 as an isolated structure at a distorted geometry, with properties calculated with the ωB97M-V functional and the def2-TZVPD basis.

Output
- Energy relative to the best compared isomer or geometry (same formula, charge and spin): 81.56 kcal per mole
- Spin multiplicity: 2
- Charge: +1
- LUMO energy (spin up / spin down): -6.14 / -6.58 eV
- Gap between HOMO and LUMO (spin up / spin down): 8.206 / 7.982 eV

Each line ends with the natural charge from an NBO analysis.
CARTESIAN COORDINATES (ANGSTROEM)
1 C 0.414927 -0.824763 0.736054  -0.13
2 C -0.270503 0.048018 0.132255  -0.17
3 Ag 2.008171 -2.875496 2.197106  0.96
4 O -0.494060 1.227539 -1.396453  -0.37
5 C -1.350123 0.924571 -0.583835  0.77
6 O -2.053775 1.783292 0.068740  -0.60
7 H -2.611643 2.354570 -0.485825  0.54

Force components x, y, z for each atom (eV/Å):
C 0.8015 -0.3623 0.1133
C -3.8246 -0.1229 -0.2098
Ag -0.6443 0.8489 -0.5911
O -0.5745 -0.0221 -3.0753
C 6.6472 0.1478 3.6070
O -2.6119 -0.7163 0.2716
H 0.2067 0.2268 -0.1157

(8)
Below is C3HBr2NO2 as an isolated structure at a distorted geometry, with properties calculated with the ωB97M-V functional and the def2-TZVPD basis.

Output
- Energy relative to the best compared isomer or geometry (same formula, charge and spin): 0.71 kcal per mole
- Spin multiplicity: 1
- LUMO energy: -0.16 eV
- Gap between HOMO and LUMO: 10.704 eV

Each line ends with the natural charge from an NBO analysis.
CARTESIAN COORDINATES (ANGSTROEM)
1 C 0.930560 -0.797803 -0.672701  0.21
2 C -2.446895 0.555184 -0.404545  1.03
3 C 1.430476 -0.179816 0.538243  -0.49
4 N 0.467076 -1.290369 -1.588740  -0.25
5 O -2.637291 1.605610 -0.858835  -0.52
6 O -2.318687 -0.476397 0.089002  -0.51
7 Br 0.150386 0.332226 1.891207  0.12
8 Br 2.463199 1.379665 0.084743  0.13
9 H 1.961176 -1.128296 0.921622  0.29

Force components x, y, z for each atom (eV/Å):
C -0.8562 1.2189 0.6758
C -0.5921 0.8078 -0.1257
C 0.8124 -2.0334 0.3600
N -0.2736 -0.6235 -1.0322
O 0.2704 -0.0918 -0.1055
O 0.1485 -0.7879 0.1032
Br -0.0437 -0.2969 -0.1453
Br 0.4167 -0.3451 0.0254
H 0.1176 2.1519 0.2443

- What is the formula in the eighth record?
  C3HBr2NO2